Entry 1:
64
Properties=species:S:1:pos:R:3 method="wB97M-V/def2-TZVPD" energy_ha=-3039.75912 molar_mass_g_mol=792.78 total_charge=-1 s2=3.771 multiplicity=4 e_lumo_ev="2.5 / 2.0"
Pt -0.076 0.192 0.542
N 1.120 -2.889 6.950
C 1.386 -2.609 5.614
C 0.221 -2.733 4.648
C 0.476 -1.922 3.368
C 1.886 -2.112 2.880
C 2.892 -2.269 3.745
C 2.631 -2.374 5.168
S 2.209 -2.067 1.154
O 3.588 -2.408 0.930
O 1.192 -2.856 0.517
N 1.913 -0.525 0.704
C 2.733 0.508 1.112
N 3.864 0.304 1.793
C 4.557 1.390 2.106
C 4.165 2.675 1.773
C 2.958 2.775 1.094
N 2.246 1.715 0.766
H 0.229 -2.562 7.288
H 1.872 -2.652 7.579
H 0.198 -3.794 4.353
H -0.221 -2.236 2.593
H 3.904 -2.326 3.371
H 3.461 -2.346 5.865
H 5.476 1.220 2.661
H 4.746 3.543 2.047
H 2.539 3.739 0.821
O -5.463 1.159 1.182
C -5.223 1.748 -0.001
C -6.313 2.268 -0.699
C -6.142 2.887 -1.924
C -4.873 3.004 -2.479
C -3.789 2.487 -1.789
C -3.931 1.852 -0.558
C -2.734 1.304 0.114
O -1.600 1.349 -0.505
N -2.880 0.805 1.319
N -1.709 0.317 1.791
C -1.537 0.008 3.111
S 0.129 -0.101 3.582
C -1.120 -2.401 5.330
C -2.351 -2.251 4.422
S -2.831 -0.506 4.147
H -4.586 0.853 1.542
H -7.292 2.167 -0.251
H -7.004 3.284 -2.446
H -4.732 3.493 -3.434
H -2.786 2.576 -2.186
H -1.002 -1.464 5.880
H -1.329 -3.188 6.061
H -3.215 -2.727 4.889
H -2.211 -2.721 3.449
O -0.392 -1.068 -1.486
N 0.149 -0.334 -2.406
C -0.611 0.545 -3.094
C -0.047 1.329 -4.075
C 1.306 1.223 -4.358
C 2.066 0.315 -3.635
C 1.472 -0.455 -2.659
H -1.639 0.579 -2.769
H -0.682 2.028 -4.601
H 1.760 1.836 -5.123
H 3.126 0.195 -3.809
H 1.976 -1.173 -2.031

Entry 2:
51
Properties=species:S:1:pos:R:3 method="wB97M-V/def2-TZVPD" energy_ha=-2974.67775 molar_mass_g_mol=391.15 total_charge=-1 e_above_lowest_kj_mol=0.0 e_lumo_ev=2.1
C -1.477 -2.717 1.579
C -2.376 -1.874 1.328
Ga -3.574 -0.431 0.442
O -2.834 1.297 0.629
C -4.093 -0.955 -1.480
C -3.412 -0.076 -2.633
N -2.089 0.463 -2.198
C -1.765 1.778 -2.800
C -2.756 2.957 -2.315
C -1.018 -0.494 -2.334
C 0.214 -0.330 -3.346
O -0.981 -1.506 -1.615
H -0.571 -3.376 1.703
H -4.953 -0.422 1.302
H -1.882 1.249 0.393
H -3.788 -2.040 -1.682
H -5.218 -0.846 -1.566
H -4.157 0.708 -2.957
H -3.231 -0.752 -3.546
H -0.740 2.075 -2.383
H -1.702 1.783 -3.934
H -3.705 2.532 -1.841
H -2.274 3.662 -1.579
H -3.116 3.532 -3.237
H -0.173 0.144 -4.297
H 0.986 0.291 -2.801
H 0.646 -1.369 -3.502
C 0.664 2.181 2.441
C 0.930 2.201 0.974
N 1.139 2.217 -0.166
H 0.535 1.152 2.780
H 1.502 2.630 2.976
H -0.243 2.743 2.662
C 2.650 -1.340 -0.702
C 3.381 -2.239 0.238
N 3.961 -2.955 0.986
H 3.282 -1.107 -1.566
H 1.738 -1.829 -1.051
H 2.384 -0.411 -0.196
C -1.258 0.732 5.956
C -1.650 1.746 4.937
N -1.956 2.529 4.141
H -0.188 0.531 5.886
H -1.487 1.103 6.955
H -1.806 -0.195 5.784
C 8.240 -2.407 0.250
C 6.794 -2.737 0.414
N 5.659 -2.996 0.547
H 8.715 -3.141 -0.400
H 8.348 -1.415 -0.193
H 8.736 -2.418 1.222